(1)
65
Properties=species:S:1:pos:R:3:forces:R:3 method="wB97M-V/def2-TZVPD" relative_energy_kcal_mol=47.7 homo_lumo_gap_ev=8.57 e_tot_ha=-1529.04414 smiles="CCCCn1c(N)c(N(CC(C)C)C(=O)c2oc3ccc(OCC)cc3c2C)c(=O)[nH]c1=O"
C -6.28662 -1.83965 0.36653 0.2 0.1 0.1
C -4.82644 -1.80707 0.80121 -0.2 -0.3 -0.2
C -4.09079 -3.06887 0.35648 0.2 0.3 0.2
C -2.61389 -3.10004 0.75717 -0.4 -0.4 -0.1
N -1.85717 -2.03277 0.11786 0.1 0.0 0.2
C -1.66861 -0.79490 0.68140 0.2 0.8 -0.4
C -1.10356 0.22531 -0.04227 -0.2 -0.1 0.0
C -0.58179 0.00809 -1.36590 -0.4 -0.3 0.3
O -0.01749 0.82101 -2.06686 0.1 0.2 -0.1
N -0.76995 -1.30176 -1.80938 0.2 0.1 -0.4
C -1.39536 -2.32602 -1.16066 0.1 0.1 0.0
O -1.53592 -3.41992 -1.65743 -0.1 -0.3 -0.1
H -0.41006 -1.52086 -2.73164 -0.1 0.0 0.2
N -0.95675 1.50687 0.54395 -0.3 -0.4 0.1
C 0.26950 2.09934 0.67290 -0.2 0.0 0.4
O 0.38812 3.28145 0.94893 0.2 0.0 -0.2
C 1.44063 1.21976 0.52780 1.2 0.3 -0.2
C 2.70998 1.56879 0.15383 -0.8 0.0 0.3
C 3.45345 0.34535 0.12387 -0.6 -0.6 0.2
C 4.77637 0.02945 -0.18678 0.1 -0.1 -0.1
C 5.16372 -1.29586 -0.10603 -0.1 0.0 0.0
C 4.23999 -2.28746 0.28013 0.1 0.1 0.0
C 2.93349 -1.98986 0.59059 -0.2 0.1 0.0
C 2.55087 -0.65935 0.50824 0.9 0.4 -0.3
O 1.33027 -0.12985 0.75891 -0.1 -0.1 0.2
H 2.23378 -2.75804 0.87888 -0.1 -0.1 0.0
H 4.59576 -3.30448 0.31901 0.0 -0.1 0.0
O 6.40642 -1.77711 -0.39357 -0.2 -0.2 0.1
C 7.44728 -0.87997 -0.72208 0.3 0.3 0.0
C 8.02142 -0.16903 0.50044 -0.3 -0.2 -0.2
H 8.38487 -0.90292 1.21530 0.1 0.0 0.1
H 7.26363 0.43838 0.98893 0.0 0.1 0.1
H 8.84690 0.46986 0.19878 0.1 0.1 0.0
H 8.21549 -1.51256 -1.17598 -0.1 0.1 0.0
H 7.11081 -0.15534 -1.47380 0.0 -0.1 0.0
H 5.44915 0.81639 -0.48510 0.2 0.0 0.0
C 3.22606 2.91781 -0.18662 -0.1 0.0 0.0
H 3.55607 2.93692 -1.22472 0.1 0.0 -0.1
H 2.44752 3.65949 -0.04056 0.1 0.1 0.0
H 4.07776 3.16332 0.44683 0.1 0.1 0.0
C -2.13370 2.36373 0.59098 0.0 0.4 -0.1
H -1.83660 3.24034 1.17063 -0.1 -0.1 0.0
H -2.93445 1.83423 1.11500 0.0 0.0 0.0
C -2.61701 2.80892 -0.80105 -0.1 0.0 0.1
C -3.22914 4.20497 -0.71352 0.2 -0.2 -0.1
H -2.49263 4.92070 -0.35783 0.0 0.1 0.1
H -3.57694 4.52784 -1.69176 -0.1 0.1 -0.1
H -4.07618 4.20679 -0.02967 -0.1 0.1 0.1
C -3.63199 1.82653 -1.38197 0.3 0.1 -0.1
H -4.51078 1.76499 -0.74118 -0.1 0.0 0.1
H -3.95087 2.15684 -2.36770 -0.1 0.0 -0.1
H -3.20433 0.83176 -1.48336 -0.1 -0.1 0.0
H -1.74466 2.84855 -1.46060 0.0 0.0 0.1
N -2.10292 -0.55393 1.95540 0.1 -0.3 0.0
H -2.22269 -1.33539 2.57709 0.0 0.1 0.0
H -1.67884 0.26137 2.37292 0.0 0.0 0.0
H -2.17576 -4.03816 0.40655 0.0 0.2 0.2
H -2.50205 -3.04971 1.84079 0.1 0.0 -0.1
H -4.57500 -3.94504 0.79183 0.0 -0.1 0.0
H -4.15034 -3.16234 -0.72924 0.0 -0.1 0.0
H -4.77551 -1.71549 1.88871 0.1 0.1 0.0
H -4.34607 -0.92783 0.36857 0.0 0.1 0.1
H -6.80072 -0.93765 0.68907 -0.1 0.1 0.0
H -6.79601 -2.69837 0.79805 -0.1 -0.1 0.0
H -6.35972 -1.90757 -0.71627 -0.1 0.0 -0.1



(2)
80
Properties=species:S:1:pos:R:3:forces:R:3 method="wB97M-V/def2-TZVPD" relative_energy_kcal_mol=117.5 homo_lumo_gap_ev=10.59 e_tot_ha=-2739.39456 smiles="O=C1OCCO1.O=C1OCCO1.O=C1OCCO1.O=C1OCCO1.O=C1OCCO1.O=C1OCCO1.O=C1OCCO1.O=C1OCCO1"
C 32.58829 -11.31156 6.72540 -1.4 -0.3 1.7
C 32.42213 -11.27197 8.28317 0.5 0.9 -1.8
O 33.67093 -11.81261 8.63175 -0.9 -1.4 4.3
C 34.56516 -11.67353 7.72480 5.2 -2.9 0.2
O 35.75445 -12.05616 7.80712 -3.6 1.8 -0.1
O 33.98079 -11.27537 6.65562 0.4 1.8 -4.3
H 32.10591 -10.45769 6.24969 0.3 -0.2 -0.2
H 32.22074 -12.26454 6.34482 0.0 0.1 -0.3
H 31.59203 -11.84474 8.69666 0.3 0.3 0.1
H 32.51548 -10.22075 8.55581 -0.9 0.0 0.5
C 38.76070 -2.59934 -1.68672 0.5 0.3 1.5
C 39.25539 -1.13350 -1.75208 -0.5 -0.7 0.6
O 40.27164 -1.19169 -2.74914 -0.6 -0.6 -0.6
C 40.08874 -2.35741 -3.49033 1.2 0.3 -0.7
O 40.64838 -2.61321 -4.51933 -0.5 0.6 1.1
O 39.25742 -3.19799 -2.86643 -0.7 0.2 -0.3
H 37.68937 -2.70507 -1.51594 0.0 0.0 -0.7
H 39.22890 -3.13178 -0.85884 0.1 0.1 0.1
H 39.63787 -0.78548 -0.79256 0.5 -0.2 -0.1
H 38.43983 -0.44117 -1.96104 0.1 0.0 -0.8
C 43.10439 -10.75940 4.35685 1.7 -1.7 0.5
C 42.28603 -10.15399 5.40345 -2.2 -0.1 0.6
O 41.21076 -9.66084 4.59565 -1.3 1.1 3.7
C 41.59488 -9.41039 3.41103 -1.4 -0.6 -5.0
O 40.88206 -8.86447 2.57573 2.4 -0.7 1.5
O 42.73795 -10.17671 3.15178 -0.4 2.3 -0.8
H 42.88461 -11.82200 4.25354 0.5 -0.1 0.2
H 44.11321 -10.54612 4.71024 0.5 -0.5 -1.1
H 42.78823 -9.36936 5.96935 -0.3 0.1 0.0
H 41.78892 -10.88996 6.03537 0.5 0.2 0.4
C 35.28485 -8.18286 2.98120 -0.5 1.3 -0.9
C 35.58370 -6.85323 2.27233 1.2 0.7 0.0
O 34.91936 -6.95240 1.00722 0.8 1.4 0.0
C 34.11095 -7.99448 0.97631 -1.2 -0.5 -1.9
O 33.36632 -8.26176 0.04070 1.4 0.4 2.2
O 34.26176 -8.68920 2.09388 -0.5 -1.7 1.2
H 34.86260 -7.95743 3.96047 -0.1 -0.5 -0.1
H 36.14120 -8.85475 3.03895 -0.3 -0.1 -0.1
H 36.63646 -6.61004 2.12853 0.2 -0.8 -0.5
H 35.31829 -5.93885 2.80295 -1.1 -0.2 0.1
C 38.79931 -0.02279 5.06306 -1.4 -1.1 -1.4
C 39.67430 -0.40290 6.25673 -0.2 0.5 -1.4
O 40.49811 -1.37802 5.65422 0.4 -0.9 -0.3
C 39.84278 -1.93926 4.58690 1.8 -0.2 -0.2
O 40.28693 -2.82446 3.93692 0.1 -0.7 0.1
O 38.75902 -1.27296 4.29981 -1.1 0.4 0.5
H 39.18198 0.61429 4.26571 0.4 0.9 0.9
H 37.72908 0.13365 5.19813 0.3 0.7 0.6
H 39.09524 -0.92066 7.02140 0.1 0.7 0.4
H 40.33300 0.42953 6.50424 -0.4 -0.2 0.8
C 28.77619 -10.84920 0.41348 2.5 1.4 0.0
C 29.06950 -11.14624 -1.08716 2.1 0.6 1.4
O 27.86776 -11.65893 -1.44052 -0.9 -0.1 -3.3
C 27.20219 -12.09453 -0.41842 -1.1 -0.1 0.9
O 26.25130 -12.76587 -0.49990 -2.0 -1.5 0.1
O 27.70233 -11.61839 0.71860 -1.6 -1.4 0.7
H 28.46927 -9.81171 0.54588 0.5 0.2 0.2
H 29.53733 -11.19792 1.11144 0.5 0.8 -0.3
H 29.81521 -11.92376 -1.25290 0.3 0.0 0.3
H 29.36914 -10.28604 -1.68579 -0.3 0.1 0.1
C 39.31755 -4.29525 10.19087 2.6 1.9 -0.7
C 40.30569 -5.24670 9.59931 1.0 -0.3 -0.7
O 39.60683 -5.95278 8.54808 2.2 0.3 1.2
C 38.36420 -5.60710 8.59901 -1.7 0.1 1.0
O 37.54249 -6.12415 7.92832 -1.2 0.6 -0.2
O 38.14545 -4.64481 9.61269 -2.8 -1.5 -1.0
H 39.63881 -3.34016 9.77527 -0.4 0.6 0.2
H 39.50432 -4.18132 11.25869 -1.3 -0.5 0.3
H 40.64421 -5.93131 10.37700 0.6 -0.2 -0.6
H 41.00623 -4.61286 9.05563 0.9 -0.8 0.6
C 30.44010 -8.95952 -6.31163 1.4 0.9 1.0
C 31.68795 -9.83671 -6.14229 1.0 -0.4 -0.6
O 31.27374 -11.14450 -6.50279 -1.9 0.1 -0.7
C 29.93218 -11.08274 -6.73555 -2.6 -4.3 0.6
O 29.21056 -12.07854 -6.90083 2.5 3.0 0.0
O 29.40289 -9.85523 -6.56666 0.3 -0.5 -0.4
H 30.53695 -8.21501 -7.10184 -0.1 -0.1 0.0
H 30.31179 -8.46238 -5.35012 -0.6 0.2 -0.2
H 32.06934 -9.95552 -5.12811 0.0 0.6 0.0
H 32.48529 -9.61134 -6.85050 0.1 0.5 0.3



(3)
72
Properties=species:S:1:pos:R:3:forces:R:3 method="wB97M-V/def2-TZVPD" relative_energy_kcal_mol=12.7 homo_lumo_gap_ev="6.36 / 7.39" charge=+1 s_squared=6.072 spin_multiplicity=5 e_tot_ha=-4697.52922
Mn 0.24170 -0.60317 -0.04578 -0.6 0.4 0.2
Cl 4.60697 -0.22501 0.59265 0.0 0.0 0.1
C 3.51692 0.54322 -0.52761 0.0 0.0 -0.1
Cl 2.37764 -0.66038 -1.26109 0.1 -0.2 -0.1
H 4.06119 0.95297 -1.37056 0.0 0.0 0.0
H 2.90278 1.28079 -0.02888 0.0 0.0 0.0
C 0.55897 1.28804 0.19853 0.1 0.1 0.2
C 0.63971 2.49808 0.23992 0.1 0.2 0.0
C 0.72652 3.93490 0.25701 0.0 -0.2 0.0
C 0.99022 4.63399 -0.92195 0.0 0.0 0.0
C 1.04916 6.01791 -0.90975 0.0 0.0 0.0
C 0.84568 6.71362 0.27481 0.0 0.0 0.0
C 0.58613 6.02263 1.45064 0.0 0.0 0.0
C 0.52690 4.63824 1.44528 0.0 0.0 0.0
H 1.14488 4.08548 -1.84244 0.0 0.0 0.0
H 1.25699 6.55535 -1.82528 0.0 0.0 0.0
H 0.89384 7.79422 0.28178 0.0 0.0 0.0
H 0.43199 6.56339 2.37467 0.0 0.0 0.0
H 0.33075 4.09401 2.35998 0.0 0.0 0.0
N -1.77292 -8.92024 -0.57006 0.0 0.0 0.0
C -1.17708 -7.69327 -0.60318 0.0 0.0 0.0
C -1.48436 -6.78059 -1.62404 0.0 0.0 0.0
C -0.90033 -5.53457 -1.64712 0.0 0.0 0.1
C 0.00135 -5.17282 -0.64718 -0.2 -0.2 0.0
C 0.32886 -6.07475 0.36406 0.0 0.0 -0.1
C -0.25951 -7.31943 0.39006 0.0 0.0 0.0
S 0.75100 -3.61398 -0.68622 0.0 0.1 0.2
O 1.97165 -3.68028 0.07098 0.0 0.0 0.0
O 0.75686 -3.10767 -2.03327 0.1 0.0 0.0
N -0.27900 -2.55678 0.07323 0.3 0.0 0.4
C -0.33423 -2.44513 1.44811 0.0 -0.2 -0.6
S -0.46501 -3.60028 2.69834 0.0 -0.1 0.1
C -0.44239 -2.31160 3.85442 0.0 0.0 0.0
C -0.34108 -1.11454 3.24555 -0.1 0.1 -0.1
N -0.29877 -1.19395 1.87024 0.3 -0.1 0.1
H -2.28877 -9.24627 -1.36652 0.0 0.0 0.0
H -1.43444 -9.62074 0.06372 0.0 0.0 0.0
H -2.17821 -7.06800 -2.40406 0.0 0.0 0.0
H -1.12385 -4.83719 -2.44290 0.0 0.0 0.0
H 1.07099 -5.80771 1.10437 0.0 0.0 0.0
H 0.00011 -8.02577 1.16854 0.0 0.0 0.0
H -0.50621 -2.51229 4.91020 0.0 0.0 0.0
H -0.30987 -0.15107 3.72830 0.0 0.0 0.0
C -4.08618 -1.51620 -1.37400 0.0 0.0 0.0
N -3.97628 -0.08883 -1.07986 0.0 0.0 -0.1
C -5.25151 0.59740 -0.93927 0.0 0.0 0.1
P -2.55679 0.68396 -1.32503 0.0 0.1 0.0
O -1.46702 -0.22897 -0.81789 -0.1 -0.1 -0.3
N -2.60523 2.09402 -0.50799 -0.2 0.0 0.1
C -2.79625 2.06403 0.93767 0.1 0.0 0.0
C -2.72855 3.41078 -1.11162 0.0 0.0 0.0
N -2.30637 0.97649 -2.91382 0.0 0.1 -0.1
C -0.97227 1.21984 -3.44974 0.0 0.0 0.0
C -3.38988 1.35594 -3.81062 0.0 0.0 0.0
H -4.65663 -2.00465 -0.58198 0.0 0.0 0.0
H -3.09786 -1.96845 -1.41578 0.0 0.0 0.0
H -4.59973 -1.68352 -2.32517 0.0 0.0 0.0
H -5.79237 0.20608 -0.07513 0.0 0.0 0.0
H -5.87752 0.45223 -1.82473 0.0 0.0 0.0
H -5.10240 1.66577 -0.79297 0.0 0.0 0.0
H -2.53449 1.08427 1.33516 0.0 0.0 0.0
H -3.83110 2.29102 1.21226 0.0 0.0 0.0
H -2.14018 2.80358 1.40049 0.0 0.0 0.0
H -2.44766 3.38173 -2.16140 0.0 0.0 0.0
H -2.05608 4.10551 -0.60375 0.0 0.0 0.0
H -3.74931 3.79936 -1.03033 0.0 0.0 0.0
H -0.21312 0.89426 -2.74265 0.0 0.0 0.0
H -0.82144 2.28335 -3.66251 0.0 0.0 0.0
H -0.84062 0.65951 -4.37692 0.0 0.0 0.0
H -4.35200 1.32297 -3.30457 0.0 0.0 0.0
H -3.43116 0.67777 -4.66555 0.0 0.0 0.0
H -3.24202 2.37200 -4.18723 0.0 0.0 0.0